Formula: C49H63IN2O3SiTi
Source: the Open Molecules 2025 dataset
Level of theory: ωB97M-V/def2-TZVPD

Element x y z (Å)
Ti1 -0.071789 -1.203341 -0.508656
C1 -2.432690 5.484674 -0.087096
C2 -3.332407 4.491113 -0.836842
C3 -4.485108 4.057344 0.078933
C4 -3.926924 5.200261 -2.053229
C5 -2.501846 3.267394 -1.229449
C6 -1.935517 2.500820 -0.210621
C7 -1.162957 1.398704 -0.536338
N1 -0.543163 0.452146 0.307399
C8 -0.424342 0.540881 1.708125
C9 -0.540085 1.657326 2.521719
C10 -0.412345 1.497227 3.900812
C11 -0.188394 0.221641 4.408541
C12 -0.030791 -0.930944 3.628395
C13 -0.100180 -0.708261 2.260937
O1 0.113419 -1.627153 1.259884
C14 0.149601 -2.273341 4.339011
C15 -1.053342 -2.489735 5.271376
C16 1.441082 -2.240736 5.166899
C17 0.211148 -3.478505 3.398818
C18 -0.528801 2.679754 4.863958
C19 -0.837079 3.986372 4.133182
C20 0.799125 2.844129 5.616805
C21 -1.658370 2.410355 5.867392
C22 -1.028613 1.031101 -1.880099
O2 -0.378340 -0.176275 -2.017553
C23 -1.560792 1.762911 -2.930055
C24 -2.287472 2.900175 -2.554492
C25 -1.385027 1.341974 -4.385608
C26 -2.042497 2.325811 -5.355869
C27 0.112420 1.288063 -4.717438
C28 -2.023132 -0.036387 -4.611758
H1 -3.004351 6.367581 0.202684
H2 -1.601147 5.809054 -0.715563
H3 -2.018324 5.045219 0.822730
H4 -5.088467 4.924653 0.350889
H5 -4.127884 3.604204 1.005045
H6 -5.134386 3.337020 -0.422090
H7 -4.527224 6.047374 -1.720559
H8 -4.579144 4.541949 -2.630164
H9 -3.152616 5.589883 -2.716896
H10 -2.126827 2.761599 0.816083
H11 -0.697716 2.633140 2.097812
H12 -0.131217 0.107537 5.482627
H13 -1.156275 -1.687047 6.000410
H14 -0.935072 -3.425981 5.819171
H15 -1.982198 -2.543595 4.699289
H16 1.396089 -1.499092 5.963868
H17 2.306506 -2.005703 4.542535
H18 1.612464 -3.213077 5.632000
H19 -0.689915 -3.563967 2.788544
H20 0.294956 -4.385033 4.000344
H21 1.074236 -3.440952 2.734888
H22 -0.046330 4.258686 3.429941
H23 -0.919230 4.797860 4.856405
H24 -1.784491 3.936245 3.590509
H25 1.618778 3.044876 4.923833
H26 1.051088 1.949869 6.188038
H27 0.734125 3.678562 6.316630
H28 -2.611014 2.258991 5.356430
H29 -1.766835 3.259646 6.543576
H30 -1.460036 1.529067 6.478206
H31 -2.721021 3.504790 -3.333713
H32 -1.633717 3.332662 -5.259363
H33 -3.122537 2.378816 -5.211454
H34 -1.864919 1.993877 -6.379527
H35 0.567344 2.275236 -4.614660
H36 0.259137 0.952397 -5.746261
H37 0.631826 0.604290 -4.044229
H38 -3.089160 -0.009237 -4.379805
H39 -1.556304 -0.801891 -3.991031
H40 -1.914888 -0.327949 -5.658293
I1 -5.310514 -2.504549 1.917408
C29 -4.015348 -2.752604 0.325514
C30 -4.300620 -3.612310 -0.728969
C31 -3.397131 -3.728014 -1.775071
C32 -2.226634 -2.997647 -1.729146
N2 -1.942558 -2.183905 -0.703042
C33 -2.829250 -2.038027 0.290431
H41 -5.220763 -4.181343 -0.738016
H42 -3.596352 -4.374703 -2.617269
H43 -1.498838 -3.045266 -2.531078
H44 -2.560817 -1.349587 1.082445
C34 2.338893 -1.816537 -3.535587
C35 2.326566 -1.223256 -2.180518
O3 1.761336 -1.955658 -1.223802
C36 2.794015 0.068461 -1.859660
C37 3.265872 0.908667 -2.894441
C38 3.675073 2.191137 -2.608467
C39 3.618233 2.649409 -1.294829
C40 3.158223 1.837154 -0.257497
C41 2.747404 0.555191 -0.530684
H45 2.054153 -2.862928 -3.497514
H46 3.315017 -1.716705 -4.009800
H47 1.611692 -1.263287 -4.142212
H48 3.289567 0.550822 -3.914900
H49 4.033684 2.839274 -3.395271
H50 3.936147 3.660366 -1.072947
H51 3.121316 2.217645 0.753857
H52 2.395880 -0.070730 0.279811
C42 1.248451 -4.545918 -0.060611
Si1 2.662286 -3.401763 -0.355291
C43 3.429607 -2.561004 1.099416
C44 3.864784 -3.894121 -1.658312
C45 3.653208 -5.025099 -2.453852
C46 4.558215 -5.375254 -3.445242
C47 5.686360 -4.596294 -3.655546
C48 5.922025 -3.474641 -2.869253
C49 5.021904 -3.132701 -1.873179
H53 1.599410 -5.398463 0.527622
H54 0.844999 -4.934588 -0.997731
H55 0.448855 -4.082482 0.521663
H56 3.963635 -3.327995 1.670134
H57 2.701690 -2.091346 1.759972
H58 4.176462 -1.825277 0.796841
H59 2.778862 -5.649025 -2.303279
H60 4.389959 -6.258544 -4.046269
H61 6.394292 -4.870597 -4.426537
H62 6.814798 -2.883617 -3.023682
H63 5.237833 -2.269394 -1.251550

Forces on atoms 1 to 2 (eV/Å):
Ti -0.820 0.084 -0.095
C 0.010 -0.008 0.016

Properties
ΔE to the lowest compared entry with this formula, charge and spin	1.65	kcal/mol
highest occupied orbital energy	-12.10	eV
F_max	0.83	eV Å⁻¹
total charge	+2
energy	-3676.55323	hartree

Mulliken population analysis, charges in e, atoms 1 to 2: -1.547 -1.362

---

Formula: C49H64N3O13P
Source: the Open Molecules 2025 dataset
Level of theory: ωB97M-V/def2-TZVPD

Element x y z (Å)
C1 8.404061 3.090211 2.407371
C2 6.999983 2.915940 3.025566
C3 5.915749 3.821460 2.412977
C4 5.075321 3.123119 1.325984
N1 3.673801 3.534982 1.296991
C5 3.300128 4.495153 0.274498
N2 2.425577 5.508049 0.904881
C6 1.086986 5.172726 0.615721
O1 0.152730 5.787664 1.071406
C7 1.002125 3.967724 -0.339421
C8 0.466717 2.708044 0.374742
C9 0.731204 2.563986 1.894647
C10 1.493839 1.298409 2.291918
C11 0.727797 0.015307 2.024615
O2 0.825579 -0.425907 0.659732
C12 1.798580 -1.323396 0.392314
C13 1.459858 -2.184715 -0.782408
O3 2.803546 -1.414176 1.049322
P1 -0.276474 4.650965 -1.591393
C14 -1.880902 4.591295 -0.723490
C15 -0.570630 3.372145 -2.887560
C16 -1.031910 1.963530 -2.489595
C17 2.477111 3.912100 -0.920556
C18 3.119783 2.531968 -1.192671
C19 2.658514 1.723746 -2.408445
O4 2.113889 0.480186 -1.980719
C20 2.724828 4.897461 -2.095696
C21 3.937795 4.620969 -2.978886
N3 5.211859 4.771640 -2.260770
C22 5.638683 6.174228 -2.102199
C23 7.072378 6.482754 -2.514216
C24 6.219663 3.886008 -2.739675
C25 6.384470 3.673965 -4.228720
O5 6.934224 3.306624 -1.961582
H1 8.649119 2.243649 1.765482
H2 9.167737 3.120845 3.184411
H3 8.466381 3.994681 1.803089
H4 6.716097 1.868584 2.907718
H5 7.051820 3.099907 4.099344
H6 6.429402 4.675503 1.964785
H7 5.256679 4.180603 3.205133
H8 5.107915 2.048504 1.537045
H9 5.521795 3.269520 0.342121
H10 3.358449 3.856364 2.199251
H11 4.213050 5.008810 -0.029226
H12 2.594282 6.425384 0.505466
H13 -0.613883 2.668364 0.246733
H14 0.840858 1.821319 -0.134704
H15 -0.234135 2.514594 2.408434
H16 1.241804 3.427804 2.317458
H17 2.485115 1.264564 1.842877
H18 1.647315 1.340856 3.376587
H19 1.088334 -0.776775 2.682425
H20 -0.337762 0.144774 2.229258
H21 0.964557 -3.085938 -0.425077
H22 2.389365 -2.466341 -1.272451
H23 0.798014 -1.652779 -1.460731
H24 -2.323576 3.597283 -0.629629
H25 -2.566473 5.199001 -1.317226
H26 -1.807453 5.033087 0.264180
H27 0.290113 3.334552 -3.553522
H28 -1.366197 3.833961 -3.483089
H29 -1.680225 1.971946 -1.616586
H30 -1.571383 1.500400 -3.318547
H31 -0.181535 1.327383 -2.254452
H32 4.198016 2.665412 -1.252547
H33 2.951821 1.896552 -0.323481
H34 3.531197 1.519122 -3.042511
H35 1.962065 2.290609 -3.025060
H36 1.846286 -0.010213 -2.764637
H37 1.864747 4.971799 -2.760165
H38 2.849418 5.910978 -1.700371
H39 3.903336 3.630519 -3.428865
H40 3.895431 5.334560 -3.815606
H41 4.961357 6.833261 -2.651783
H42 5.538811 6.448353 -1.045783
H43 7.244973 7.548909 -2.365639
H44 7.790012 5.953686 -1.887141
H45 7.261425 6.247390 -3.561375
H46 6.171555 2.627553 -4.451923
H47 5.704011 4.286399 -4.816177
H48 7.417623 3.894236 -4.488985
O6 -5.712627 -0.482945 -0.269802
C26 -4.723468 -1.184236 -0.220589
C27 -4.822095 -2.662536 -0.298583
C28 -3.734167 -3.425754 -0.239129
C29 -2.385022 -2.834681 -0.092134
O7 -1.388076 -3.527133 -0.035016
C30 -2.282642 -1.352891 -0.014250
C31 -3.369433 -0.587538 -0.075614
H49 -5.811562 -3.084429 -0.399679
H50 -3.783422 -4.504964 -0.288874
H51 -1.283643 -0.945061 0.090810
H52 -3.324421 0.493553 -0.022876
O8 -4.452225 -4.870958 2.224366
C32 -4.821431 -4.279793 3.218805
C33 -6.126420 -3.577541 3.243583
C34 -6.533367 -2.922155 4.326788
C35 -5.698154 -2.870523 5.554994
O9 -6.069294 -2.276030 6.541969
C36 -4.390280 -3.575364 5.525114
C37 -3.983930 -4.228909 4.440656
H53 -6.714498 -3.629363 2.335658
H54 -7.479958 -2.399016 4.370834
H55 -3.799266 -3.523720 6.430395
H56 -3.036280 -4.750531 4.394555
O10 -4.916251 -8.305009 3.743086
C38 -4.189730 -8.757552 2.882762
C39 -3.439012 -7.865891 1.964905
C40 -2.642478 -8.364110 1.022065
C41 -2.472946 -9.828300 0.848800
O11 -1.749157 -10.285298 -0.008918
C42 -3.226758 -10.719402 1.769793
C43 -4.021948 -10.223491 2.713340
H57 -3.585578 -6.801692 2.111932
H58 -2.083822 -7.733782 0.341122
H59 -3.087278 -11.783110 1.624552
H60 -4.579787 -10.851921 3.396102
O12 -10.490341 -7.403943 -3.894073
C44 -9.657817 -6.762679 -3.293806
C45 -9.754866 -6.555587 -1.825335
C46 -8.840626 -5.849109 -1.167026
C47 -7.686518 -5.241301 -1.872113
O13 -6.849783 -4.598482 -1.270742
C48 -7.586001 -5.446025 -3.336996
C49 -8.499746 -6.151924 -3.996751
H61 -10.605460 -7.010312 -1.334140
H62 -8.889092 -5.684741 -0.098136
H63 -6.734296 -4.991044 -3.826215
H64 -8.449552 -6.316473 -5.065382

Forces on atoms 1 to 2 (eV/Å):
C -0.193 -0.317 0.100
C 0.239 0.099 -0.110

Properties
structure (SMILES)	CCCCN[C@@H]1NC(=O)[C@@](CCCCOC(C)=O)(P(C)CC)[C@@]1(CCO)CCN(CC)C(C)=O.O=C1C=CC(=O)C=C1.O=C1C=CC(=O)C=C1.O=C1C=CC(=O)C=C1.O=C1C=CC(=O)C=C1
highest occupied orbital energy	-8.10	eV
F_max	1.27	eV Å⁻¹
total charge	0
energy	-3389.12538	hartree

Mulliken population analysis, charges in e, atoms 1 to 2: -1.059 -0.607